This record from the Open Molecules 2025 dataset describes a 2-piece molecular cluster, C4H12NO overall at a distorted geometry. The level of theory is ωB97M-V/def2-TZVPD.

Geometry as ORCA input:
```
! RIJCOSX wB97M-V def2-TZVPD def2/J DEFGRID3
* xyz -1 1
O -0.06 0.23 0.14
N 1.54 -0.53 1.80
C 1.53 -1.92 1.40
C -1.95 1.67 -1.62
C -1.97 0.24 -2.15
C 1.19 0.36 0.71
H -1.60 2.40 -2.36
H -2.72 0.01 -2.96
H 1.39 1.35 1.21
H -1.31 1.75 -0.75
H 2.48 -2.26 0.95
H 0.62 -0.44 2.31
H 2.02 0.15 -0.02
H -2.19 -0.44 -1.31
H -2.96 2.02 -1.27
H 0.80 -2.22 0.61
H -0.98 -0.04 -2.46
H 1.37 -2.53 2.31
*
```

Computed properties:
HOMO ... -2.63 eV
LUMO level ... 4.4 eV
Electronic energy ... -289.561051 hartree
Energy relative to the best compared isomer or geometry (same formula, charge and spin) ... 73.5 kJ/mol
Gap between HOMO and LUMO ... 6.99 eV


This record from the Open Molecules 2025 dataset describes C24H36AsCa4F12N2O22 as an isolated structure at a distorted geometry. The level of theory is ωB97M-V/def2-TZVPD.

Geometry as ORCA input:
```
! RIJCOSX wB97M-V def2-TZVPD def2/J DEFGRID3
* xyz 3 1
As -14.70 14.31 -12.82
Ca -15.85 18.53 -12.50
Ca -18.85 14.36 -12.98
Ca -16.92 13.08 -9.52
Ca -13.98 16.66 -15.83
F -16.87 10.38 -13.34
F -13.13 14.09 -12.18
F -14.71 12.69 -13.41
F -14.79 15.91 -12.10
F -15.67 10.81 -11.59
F -16.85 9.13 -11.43
F -12.28 20.57 -13.72
F -11.19 18.89 -14.52
F -16.45 14.42 -13.05
F -14.16 14.93 -14.41
F -15.33 13.74 -11.19
F -10.89 19.47 -12.47
O -11.93 13.28 -17.45
O -16.18 16.19 -15.72
O -18.13 15.50 -15.19
O -16.73 17.28 -10.61
O -10.57 15.61 -13.45
O -11.74 16.10 -15.32
O -13.53 8.82 -17.30
O -17.13 16.91 -13.93
O -18.04 15.72 -11.31
O -12.69 14.50 -19.10
O -17.08 15.45 -9.48
O -9.99 14.73 -15.35
O -13.55 18.58 -11.77
O -13.69 14.62 -17.07
O -13.85 13.33 -6.57
O -13.55 10.91 -18.12
O -13.92 17.94 -13.79
O -18.17 12.48 -11.73
O -12.99 10.49 -15.96
O -18.14 11.07 -10.07
O -14.23 15.16 -7.65
O -14.70 13.20 -8.66
N -17.33 16.23 -10.40
N -17.18 16.25 -14.99
C -14.31 13.84 -7.70
C -11.62 13.66 -21.07
C -18.92 10.03 -9.48
C -11.84 19.35 -13.42
C -16.88 10.34 -12.01
C -12.82 14.21 -17.81
C -12.37 14.13 -4.79
C -9.45 14.81 -13.15
C -13.81 18.87 -9.39
C -13.00 9.32 -15.14
C -13.66 8.23 -16.00
C -12.87 18.28 -12.99
C -13.67 14.36 -5.56
C -12.17 13.29 -19.72
C -10.80 15.60 -14.75
C -13.70 15.65 -6.39
C -13.79 9.67 -13.88
C -9.34 13.88 -14.36
C -12.83 18.79 -10.56
C -13.39 10.13 -17.23
C -11.15 13.01 -18.62
C -18.79 9.99 -7.98
C -7.87 13.60 -14.67
C -18.12 11.12 -11.49
H -18.76 9.01 -9.85
H -12.73 16.12 -6.52
H -13.07 7.32 -15.95
H -12.09 18.01 -10.32
H -12.33 17.42 -12.57
H -11.59 12.84 -21.79
H -12.89 12.47 -19.73
H -7.37 13.24 -13.77
H -13.23 19.10 -8.49
H -9.65 14.22 -12.25
H -14.85 9.82 -14.03
H -12.00 8.94 -14.94
H -9.97 13.00 -14.27
H -14.40 16.41 -6.06
H -13.32 10.56 -13.46
H -8.50 15.30 -12.93
H -19.29 9.14 -7.52
H -14.72 8.07 -15.78
H -19.12 10.91 -7.49
H -10.74 12.00 -18.66
H -14.30 17.93 -9.13
H -14.54 19.63 -9.68
H -10.31 13.69 -18.78
H -17.76 9.88 -7.63
H -12.24 19.70 -10.63
H -12.27 15.03 -4.17
H -7.33 14.50 -14.94
H -19.99 10.16 -9.69
H -10.58 14.02 -21.10
H -7.73 12.86 -15.45
H -13.61 8.89 -13.13
H -12.22 14.45 -21.53
H -19.02 10.68 -11.92
H -14.54 14.21 -4.92
H -12.41 13.34 -4.05
H -11.52 13.91 -5.43
*
```

Computed properties:
HOMO ... -16.00 eV
LUMO level ... -7.7 eV
Electronic energy ... -8845.150199 hartree
Gap between HOMO and LUMO ... 8.35 eV